(1)
The following is a DFT calculation (the ωB97M-V functional and the def2-TZVPD basis) of the molecule C17H20N2O5S in a non-equilibrium geometry.

The gap between HOMO and LUMO is 0.304 Eh. Its energy relative to the best compared isomer or geometry (same formula, charge and spin) is 202.7 kJ/mol. Its multiplicity is 1. Its energy is -42005.4941 eV. Its LUMO energy is 0.4 eV.

Last column: Löwdin charge in e.
Cartesian coordinates (Å):
C -7.286 -0.867 -0.332  -0.085
O -6.470 0.264 -0.160  -0.121
C -5.107 0.089 -0.099  -0.194
C -4.496 -1.155 -0.185  -0.011
C -3.124 -1.315 -0.115  -0.011
C -2.316 -0.200 0.046  -0.219
N -0.922 -0.264 0.137  0.136
C -0.108 -1.349 0.009  -0.420
O -0.485 -2.476 -0.236  0.081
C 1.343 -1.023 0.178  -0.129
C 1.804 -0.072 1.084  -0.012
C 3.157 0.174 1.209  -0.009
C 4.069 -0.522 0.426  -0.296
N 5.460 -0.248 0.481  -0.245
C 6.136 -0.435 1.746  -0.071
S 5.880 1.098 -0.436  0.623
C 6.227 0.329 -2.034  -0.114
O 7.100 1.640 0.083  -0.300
O 4.753 1.970 -0.597  -0.283
C 3.615 -1.483 -0.470  -0.002
C 2.263 -1.739 -0.581  0.002
C -2.913 1.053 0.131  0.056
C -4.290 1.225 0.062  -0.194
O -4.681 2.526 0.170  -0.068
C -6.034 2.903 0.050  -0.075
H -7.070 -1.384 -1.273  0.097
H -8.306 -0.485 -0.359  0.095
H -7.187 -1.569 0.502  0.097
H -5.100 -2.039 -0.309  0.104
H -2.688 -2.296 -0.187  0.099
H -0.472 0.632 0.262  0.134
H 1.111 0.467 1.715  0.117
H 3.511 0.924 1.899  0.123
H 7.103 0.055 1.662  0.077
H 6.275 -1.503 1.922  0.096
H 5.590 -0.002 2.588  0.089
H 5.301 -0.079 -2.416  0.054
H 6.607 1.098 -2.694  0.066
H 6.970 -0.441 -1.874  0.066
H 4.330 -2.032 -1.063  0.117
H 1.895 -2.493 -1.261  0.121
H -2.314 1.943 0.255  0.127
H -6.647 2.474 0.845  0.094
H -6.449 2.618 -0.919  0.096
H -6.033 3.989 0.139  0.093



(2)
The following is a DFT calculation (the ωB97M-V functional and the def2-TZVPD basis) of a cluster of 5 separate species, C3H15N2O6 in total in a non-equilibrium geometry.

As for the total charge: -1. The gap between HOMO and LUMO is 0.325 Eh. Its multiplicity is 1. Its energy is -18619.9087 eV. Its LUMO energy is 3.5 eV.

Last column: Löwdin charge in e.
Cartesian coordinates (Å):
O -3.048 -0.742 -1.590  -0.015
C -2.243 -0.337 -0.753  -0.482
N -2.252 0.953 -0.188  0.141
C -1.193 -1.436 -0.362  -0.178
N -0.249 -1.353 -1.392  -0.060
C 1.199 -1.226 -0.929  -0.295
O 1.305 -0.331 0.107  -0.308
H -1.388 1.288 0.417  0.112
H -2.826 1.645 -0.562  0.060
H -1.667 -2.300 -0.156  0.063
H -0.606 -1.254 0.705  0.163
H -0.362 -1.912 -2.248  0.125
H 1.687 -0.811 -1.842  0.120
H 1.572 -2.169 -0.535  0.107
H 1.208 3.121 0.104  -0.115
H 0.770 2.189 1.189  0.012
O 1.026 3.130 0.934  -0.036
H 2.043 -1.069 2.680  0.017
H 1.972 -1.059 1.098  0.003
O 2.371 -1.676 1.943  -0.239
H 0.741 1.120 -0.679  -0.004
H -0.192 1.062 -1.857  0.040
O 0.366 1.721 -1.373  -0.111
H -0.425 0.433 2.529  0.007
H 0.372 0.154 1.015  0.055
O -0.181 0.859 1.746  -0.182



(3)
The following is a DFT calculation (the ωB97M-V functional and the def2-TZVPD basis) of a structure of composition C27H45N3O3PS2W in a non-equilibrium geometry.

As for the total charge: +3. The gap between HOMO and LUMO is 0.280 Eh. Its energy relative to the best compared isomer or geometry (same formula, charge and spin) is 0.0 kJ/mol. Its multiplicity is 1. Its energy is -72104.5699 eV. Its LUMO energy is -9.4 eV.

Last column: Löwdin charge in e.
Cartesian coordinates (Å):
W -1.348 -0.935 -0.324  0.937
N -3.535 0.086 -0.715  -0.055
N -4.654 -0.759 -0.635  -0.009
C -4.509 -2.054 -0.331  -0.721
N -5.574 -2.828 -0.311  0.172
S -2.982 -2.732 0.052  0.773
H -3.721 0.917 -0.154  0.085
H -3.429 0.401 -1.679  0.065
H -5.543 -0.389 -0.947  0.185
H -6.506 -2.487 -0.503  0.150
H -5.481 -3.811 -0.099  0.136
C -1.585 -0.820 4.328  -0.042
C -1.491 -1.518 2.996  -0.236
O -1.706 -0.545 1.906  -0.315
H -1.453 -1.552 5.125  0.105
H -2.564 -0.360 4.469  0.096
H -0.805 -0.066 4.444  0.088
H -2.256 -2.283 2.880  0.102
H -0.510 -1.954 2.820  0.104
H -1.832 0.332 2.295  0.046
C -1.994 2.372 -2.441  -0.109
C -0.581 2.525 -1.861  -0.658
C 0.457 1.928 -2.821  -0.094
C -0.325 4.040 -1.766  -0.067
P -0.532 1.648 -0.186  1.116
C -1.562 2.661 0.951  -0.333
C -1.126 3.962 1.232  -0.087
C -1.823 4.790 2.099  -0.014
C -2.981 4.346 2.719  -0.021
C -3.427 3.058 2.469  -0.040
C -2.726 2.231 1.600  -0.142
C 1.216 1.593 0.548  -0.645
C 2.039 2.861 0.273  -0.061
C 1.994 0.407 -0.044  -0.094
C 1.098 1.402 2.064  -0.065
H -2.089 3.049 -3.291  0.110
H -2.767 2.668 -1.724  0.084
H -2.173 1.369 -2.832  0.021
H 1.451 2.335 -2.640  0.086
H 0.177 2.200 -3.840  0.110
H 0.524 0.842 -2.784  -0.001
H -0.288 4.412 -2.792  0.111
H 0.620 4.301 -1.301  0.070
H -1.137 4.564 -1.267  0.088
H -0.228 4.350 0.783  0.083
H -1.453 5.789 2.290  0.131
H -3.526 4.993 3.392  0.130
H -4.321 2.688 2.954  0.123
H -3.125 1.235 1.476  0.063
H 2.256 3.003 -0.783  0.078
H 2.997 2.728 0.780  0.107
H 1.601 3.767 0.681  0.075
H 1.962 0.369 -1.134  0.075
H 1.649 -0.542 0.354  0.038
H 3.041 0.519 0.244  0.103
H 0.704 2.284 2.567  0.093
H 2.100 1.214 2.457  0.109
H 0.487 0.536 2.322  0.059
C 6.226 -2.295 -1.660  -0.006
C 4.821 -2.712 -1.381  -0.186
C 4.021 -3.208 -2.418  0.036
C 2.732 -3.637 -2.207  -0.159
C 1.919 -4.218 -3.324  0.003
C 2.243 -3.531 -0.866  -0.103
C 3.033 -3.067 0.220  -0.191
C 2.568 -3.198 1.639  -0.001
C 4.311 -2.660 -0.075  0.028
C 0.947 -3.959 -0.684  -0.055
O -0.029 -4.523 -0.700  0.320
O -0.118 -1.942 0.246  -0.508
H 6.303 -1.782 -2.619  0.100
H 6.860 -3.185 -1.720  0.117
H 6.624 -1.656 -0.876  0.093
H 4.432 -3.267 -3.419  0.144
H 2.233 -3.798 -4.277  0.103
H 0.848 -4.050 -3.216  0.078
H 2.082 -5.297 -3.374  0.119
H 1.483 -3.160 1.731  0.060
H 3.004 -2.422 2.267  0.100
H 2.903 -4.160 2.033  0.117
H 4.958 -2.331 0.730  0.142
S -1.110 -1.083 -2.417  0.346